Record 1
The following is a quantum chemistry calculation of C38H34BN4O6P2V as an isolated structure in a non-equilibrium geometry, from the Open Molecules 2025 dataset.

Structure (XYZ):
```
86
Properties=species:S:1:pos:R:3:mulliken_spin:R:1
V -0.71720 -0.35494 0.31586 1.9769
C 1.58463 -1.02763 3.66889 0.0003
C 0.46758 -1.67859 2.91522 0.0063
O 0.14547 -1.28340 1.77561 0.0093
N -0.15070 -2.71245 3.46481 0.0176
C -1.44528 -3.15285 2.96370 0.0038
C -2.53573 -2.13835 3.26022 0.0040
C -3.79622 -2.30887 2.70512 -0.0007
C -4.75389 -1.34206 2.94828 0.0015
C -4.42116 -0.25126 3.73718 -0.0019
C -3.14097 -0.18185 4.25494 0.0009
N -2.20691 -1.10744 4.02936 -0.0006
H 1.93057 -0.15381 3.12310 0.0010
H 2.41135 -1.72832 3.79346 0.0008
H 1.23218 -0.72478 4.65489 -0.0003
H 0.04208 -2.86564 4.44160 -0.0006
H -1.67336 -4.11573 3.41932 -0.0004
H -1.37230 -3.30958 1.89010 0.0032
H -4.00920 -3.16051 2.06908 0.0006
H -5.73951 -1.42863 2.50921 0.0001
H -5.12744 0.54430 3.92576 -0.0001
H -2.83996 0.66178 4.86515 0.0003
N 1.99619 0.37875 -1.06238 -0.0040
P 0.96671 -0.91096 -1.47594 0.0099
C 2.05972 -2.35909 -1.54017 0.0099
C 1.97845 -3.28999 -2.57261 0.0007
C 2.76155 -4.43638 -2.54083 0.0003
C 3.62688 -4.66187 -1.48125 -0.0001
C 3.70341 -3.74389 -0.44127 -0.0007
C 2.91671 -2.60413 -0.46702 0.0024
C 0.46678 -0.66614 -3.19375 -0.0041
C -0.87457 -0.78701 -3.54086 0.0071
C -1.26914 -0.58345 -4.85680 -0.0003
C -0.32963 -0.25144 -5.81967 -0.0003
C 1.01356 -0.13313 -5.47817 0.0000
C 1.41122 -0.34707 -4.16983 -0.0024
P 1.36032 1.42979 0.11829 -0.0014
C 2.87415 1.92851 1.01304 0.0082
C 2.99416 3.20101 1.57122 -0.0004
C 4.11383 3.53771 2.31808 0.0000
C 5.12801 2.61171 2.51611 -0.0002
C 5.01944 1.34449 1.96177 -0.0002
C 3.89764 1.00344 1.22000 0.0005
C 0.81828 2.95458 -0.69144 0.0032
C 1.08567 3.23757 -2.02488 -0.0013
C 0.58077 4.39279 -2.60348 0.0005
C -0.18695 5.27132 -1.85282 0.0000
C -0.45582 4.99620 -0.51961 0.0009
C 0.03622 3.83452 0.05695 -0.0016
H 2.75831 0.66290 -1.66788 -0.0011
H 1.30747 -3.11979 -3.40492 -0.0002
H 2.69411 -5.15305 -3.34880 0.0001
H 4.23866 -5.55456 -1.46172 0.0000
H 4.37205 -3.92098 0.39156 0.0000
H 2.96049 -1.89902 0.35441 0.0004
H -1.61195 -1.02025 -2.78461 -0.0042
H -2.31471 -0.67011 -5.12068 0.0000
H -0.64181 -0.08101 -6.84208 -0.0001
H 1.74696 0.12125 -6.23262 0.0001
H 2.46367 -0.27512 -3.91333 -0.0002
H 2.22029 3.94005 1.41069 -0.0003
H 4.19578 4.53124 2.73975 0.0000
H 6.00317 2.87912 3.09413 0.0000
H 5.81200 0.61997 2.10105 0.0000
H 3.82831 0.01784 0.77849 0.0000
H 1.65367 2.54190 -2.63139 0.0000
H 0.76915 4.59597 -3.64960 0.0000
H -0.60003 6.15879 -2.31382 0.0000
H -1.07731 5.66664 0.06047 0.0002
H -0.20989 3.59937 1.08815 -0.0011
O -4.50711 4.33342 -0.33218 -0.0041
C -3.82602 3.35714 -0.20925 -0.0019
C -2.96010 2.70421 -1.29779 0.0074
O -2.89206 3.04016 -2.45642 0.0057
C -2.24381 1.66065 -0.58757 0.0246
C -2.57990 1.56734 0.74770 -0.0021
O -1.96160 0.71719 1.50149 -0.0184
C -3.59619 2.57546 1.09757 0.0104
O -4.12165 2.79616 2.15974 -0.0120
O -1.28149 0.86352 -1.02788 -0.0952
B -4.09116 -3.48402 -0.68696 -0.0013
C -2.95654 -2.45903 -0.35630 0.0707
N -2.12256 -1.69582 -0.10636 -0.0329
H -5.11875 -3.02895 -0.23433 0.0037
H -4.11811 -3.59489 -1.89216 0.0036
H -3.76888 -4.52092 -0.14008 -0.0002
```

Calculated values
**HOMO level (spin up / spin down)**: -7.8 / -7.8 eV
**Total charge**: 0
**Kohn-Sham gap (spin up / spin down)**: 7.06 / 7.56 eV
**Multiplicity**: 3

=====

Record 2
The following is a quantum chemistry calculation of C38H34FeN8O3Se as an isolated structure, from the Open Molecules 2025 dataset.

Structure (XYZ):
```
85
Properties=species:S:1:pos:R:3:lowdin_charge:R:1
Fe -0.48687 -0.04887 -0.02193 0.3051
C -1.26892 0.17597 4.37335 -0.0336
O -0.41708 1.26211 3.91577 0.0376
C -0.31076 1.08714 2.59176 -0.3273
N -0.93789 0.13147 2.04395 0.1069
C -1.52914 -0.68624 3.11258 -0.2080
C -2.98526 -1.03021 2.93495 -0.2080
C -3.89950 -0.09016 2.47502 -0.0631
C -5.23944 -0.41900 2.35512 -0.0863
C -5.67951 -1.69314 2.69066 -0.0934
C -4.77323 -2.63418 3.15509 -0.0890
C -3.43118 -2.29962 3.27813 -0.0425
C 0.62643 1.91392 1.82445 -0.1767
C 1.09222 3.14618 2.25047 0.0221
C 1.97460 3.81493 1.41813 -0.0214
C 2.42835 3.17435 0.27624 0.0336
C 1.97306 1.88912 -0.01287 -0.1276
N 1.01068 1.30912 0.70093 0.1532
C 2.68016 1.09035 -1.02793 -0.3016
N 2.57540 -0.15080 -1.18696 0.2055
C 3.62333 -0.54926 -2.12681 -0.2247
C 4.18637 0.78805 -2.64635 -0.0794
O 3.62759 1.77057 -1.74421 -0.0133
C 3.12078 -1.53404 -3.15345 -0.1769
C 3.72163 -1.63992 -4.40267 -0.0487
C 3.27881 -2.58422 -5.31861 -0.0929
C 2.23358 -3.43367 -4.98600 -0.0998
C 1.64409 -3.34006 -3.73266 -0.0789
C 2.08365 -2.39736 -2.81507 -0.0310
H -0.73146 -0.35455 5.15531 0.1315
H -2.18282 0.61045 4.77610 0.1303
H -0.94782 -1.61204 3.13557 0.1444
H -3.55786 0.89210 2.17360 0.0993
H -5.94056 0.31824 1.98391 0.1061
H -6.72604 -1.95259 2.58765 0.1050
H -5.10901 -3.62902 3.41862 0.1043
H -2.71775 -3.03758 3.62827 0.1138
H 0.75343 3.56063 3.18894 0.1244
H 2.33570 4.80182 1.67398 0.1149
H 3.16698 3.62745 -0.36592 0.1212
H 4.38936 -1.06331 -1.53297 0.1608
H 5.26978 0.86155 -2.58460 0.1253
H 3.85423 1.02153 -3.65953 0.1248
H 4.54781 -0.99015 -4.67105 0.1069
H 3.75172 -2.65486 -6.29000 0.0973
H 1.88048 -4.16572 -5.70128 0.0970
H 0.82226 -3.99328 -3.46805 0.1068
H 1.61549 -2.31253 -1.84257 0.0855
O -0.21259 -0.19229 -1.98437 -0.1767
C -0.79691 0.29535 -3.01614 -0.3644
C -0.45966 -0.19997 -4.30913 0.0027
C -1.05690 0.27291 -5.44727 -0.0942
C -2.03161 1.28006 -5.39027 -0.1196
C -2.36918 1.78981 -4.16060 -0.0633
C -1.77885 1.32519 -2.97512 -0.1090
C -2.14294 1.90498 -1.70147 -0.2806
N -1.59798 1.66120 -0.51485 0.0413
C -2.22634 2.49947 0.38472 -0.1387
C -3.15980 3.24774 -0.24786 -0.0772
N -3.10110 2.85897 -1.56520 0.1146
H 0.29061 -0.97642 -4.35336 0.0947
H -0.76840 -0.13822 -6.40801 0.0994
H -2.49866 1.65465 -6.29075 0.0893
H -3.10707 2.58521 -4.12944 0.0933
H -1.97338 2.52744 1.42852 0.0907
H -3.84620 3.99382 0.10918 0.1075
H -3.66824 3.21015 -2.31352 0.1396
N 0.84988 -2.71916 0.90796 -0.0164
C 0.41854 -1.70670 0.54140 -0.3424
C -5.99348 -1.99968 -1.04103 -0.0515
N -5.13826 -2.96547 -0.38441 -0.1321
C -5.51745 -4.21887 0.04980 -0.0543
C -4.42111 -4.80047 0.57498 -0.0583
N -3.38372 -3.89856 0.46061 -0.1160
C -2.00983 -4.16286 0.84889 -0.0293
C -3.81923 -2.76616 -0.13428 -0.6509
Se -2.92492 -1.22630 -0.59756 0.8773
H -6.96265 -2.46253 -1.21337 0.0903
H -5.54689 -1.69604 -1.98628 0.0777
H -6.10477 -1.11382 -0.41620 0.0744
H -6.52510 -4.57843 -0.05410 0.1192
H -4.28368 -5.76934 1.01993 0.1239
H -1.98649 -4.54349 1.86909 0.0887
H -1.43219 -3.24656 0.79249 0.0090
H -1.56157 -4.89241 0.17561 0.1016
```

Calculated values
**HOMO level (spin up / spin down)**: -6.5 / -6.5 eV
**Total charge**: 0
**Energy relative to the best compared isomer or geometry (same formula, charge and spin)**: 0.0 kJ/mol
**Kohn-Sham gap (spin up / spin down)**: 6.35 / 6.34 eV
**Multiplicity**: 1

=====

Record-wise E_tot values, in Eh: -3790.61286, -5797.41823